[1]
Below is a molecular structure, C32H57N4OP2Pd in a non-equilibrium geometry, with properties calculated with ωB97M-V with the def2-TZVPD basis set.

Results
Spin multiplicity: 3
Electronic energy, eV: -64165.3016
Expectation value of S²: 2.04
LUMO (spin up / spin down), eV: -1.74 / -3.86
Max |F|, eV Å⁻¹: 5.11
Net charge: +1

Geometry (Å):
C -2.123 2.446 -0.005
C -2.965 0.687 1.282
C -3.259 3.197 0.277
C -4.258 1.284 1.313
C -4.331 2.593 0.908
H -3.286 4.225 -0.052
H -5.023 0.712 1.832
H -5.247 3.128 1.094
N -1.977 1.234 0.489
P -0.003 1.758 -1.715
P -0.973 -1.073 2.022
C -1.034 3.053 -0.902
H -1.466 3.727 -1.650
H -0.368 3.694 -0.309
C -2.609 -0.402 2.131
H -3.423 -1.108 2.318
C -0.546 -3.018 1.920
C -0.852 -0.492 3.835
C -0.989 1.334 -3.282
C 1.608 2.636 -2.191
C 0.274 -3.359 0.672
H 1.211 -2.771 0.621
H 0.540 -4.437 0.709
H -0.296 -3.172 -0.246
C 0.271 -3.499 3.122
H 1.232 -2.969 3.182
H -0.269 -3.415 4.074
H 0.500 -4.570 2.976
C -1.885 -3.740 1.844
H -1.713 -4.828 1.805
H -2.541 -3.534 2.707
H -2.405 -3.475 0.915
C 0.568 -0.619 4.377
H 1.325 -0.422 3.605
H 0.688 0.147 5.160
H 0.750 -1.597 4.835
C -1.260 0.996 3.885
H -0.649 1.601 3.198
H -2.315 1.146 3.623
H -1.191 1.370 4.918
C -1.870 -1.338 4.637
H -2.737 -1.662 4.046
H -1.444 -2.245 5.086
H -2.296 -0.703 5.429
C 2.434 1.682 -3.074
H 3.416 2.138 -3.272
H 2.607 0.723 -2.564
H 1.967 1.482 -4.046
C 2.412 2.934 -0.914
H 1.854 3.568 -0.216
H 2.717 2.016 -0.401
H 3.326 3.481 -1.199
C 1.381 3.986 -2.897
H 0.657 4.611 -2.359
H 2.337 4.531 -2.913
H 1.058 3.884 -3.936
C -2.475 1.261 -2.916
H -2.898 2.243 -2.668
H -3.037 0.869 -3.779
H -2.642 0.574 -2.078
C -0.516 -0.034 -3.773
H -0.747 -0.826 -3.049
H -1.037 -0.267 -4.724
H 0.563 -0.057 -3.984
C -0.840 2.355 -4.416
H -1.090 3.381 -4.107
H 0.156 2.338 -4.878
H -1.554 2.078 -5.211
Pd -0.126 0.032 -0.021
C 1.091 0.829 1.218
O 1.842 1.345 1.959
N -1.451 -1.320 -1.000
C -2.407 -1.927 -1.360
C -3.841 -2.500 -1.295
C -4.690 -2.544 0.023
C -4.581 -1.491 -2.195
C -3.564 -3.928 -1.805
H -4.290 -3.152 0.844
H -4.943 -1.551 0.427
H -5.660 -3.008 -0.212
H -3.963 -1.208 -3.060
H -5.561 -1.838 -2.544
H -4.754 -0.570 -1.601
H -4.230 -4.685 -1.373
H -3.629 -3.921 -2.894
H -2.532 -4.256 -1.551
C 5.314 0.842 1.294
N 4.897 -0.116 0.260
C 5.853 -0.484 -0.788
C 3.716 -0.662 0.292
N 2.635 -1.154 0.320
H 6.384 0.993 1.198
H 5.077 0.452 2.291
H 4.796 1.801 1.169
H 5.905 -1.569 -0.893
H 5.561 -0.053 -1.752
H 6.829 -0.090 -0.501

Forces on the atoms, in the same order (eV/Å):
0.04 0.36 -0.37
0.07 0.67 -0.81
-0.05 0.30 -0.16
1.54 -0.95 0.81
-0.70 0.14 -0.14
-0.21 0.09 0.05
-0.20 0.48 -0.11
-0.14 0.26 -0.15
-1.41 0.58 1.09
0.18 -0.26 -0.74
1.83 -0.49 1.08
0.00 -0.07 0.14
-0.15 -0.14 0.14
-0.08 -0.24 0.10
-2.06 -2.05 -3.40
-0.08 0.56 0.54
-0.99 0.22 0.42
0.38 -0.59 -0.03
0.33 0.55 0.00
-0.27 0.14 -0.14
0.29 0.41 -0.29
-0.57 -0.38 0.02
-0.22 0.52 0.05
0.28 -0.15 0.24
0.03 -0.02 0.23
-0.28 -0.17 0.04
0.26 0.00 -0.33
-0.13 0.38 -0.03
-0.20 -0.50 0.01
-0.06 0.21 0.07
0.20 -0.06 -0.30
0.17 -0.03 0.32
0.27 0.27 0.56
-0.18 -0.14 0.32
0.19 -0.30 -0.12
0.05 0.31 -0.18
-0.29 0.09 0.10
-0.13 -0.03 0.35
0.33 0.03 0.08
0.40 -0.13 -0.28
-0.31 0.15 0.48
0.36 0.08 0.29
-0.01 0.44 -0.03
0.20 -0.31 0.07
0.15 0.06 0.02
-0.23 -0.08 0.06
-0.09 0.17 -0.09
0.11 0.10 0.27
0.07 -0.14 -0.02
0.11 -0.11 -0.03
-0.09 0.14 -0.09
-0.28 -0.17 0.08
0.25 0.09 -0.16
0.14 -0.07 -0.12
-0.24 -0.09 0.01
0.05 0.04 0.33
-0.12 -0.17 0.13
0.10 -0.23 -0.06
0.17 0.13 0.15
-0.02 0.28 -0.14
-0.02 -0.41 -0.38
0.22 0.33 -0.39
0.19 0.06 0.38
-0.37 -0.01 0.10
-0.27 0.00 -0.39
0.12 -0.30 -0.06
-0.29 0.04 0.21
0.19 0.09 0.20
0.47 0.32 0.27
3.97 2.13 2.42
-2.72 -1.51 -2.11
-3.17 -2.91 -2.35
1.30 2.45 4.02
0.59 0.22 -0.33
0.45 0.16 0.49
-0.19 0.25 -0.47
0.06 -0.49 -0.29
0.11 0.19 -0.38
0.37 -0.21 -0.27
0.37 0.10 -0.39
-0.37 -0.19 0.13
0.23 -0.16 0.12
0.14 -0.44 -0.37
-0.09 0.32 -0.29
-0.07 -0.30 -0.02
-0.65 0.23 -0.06
-0.70 0.04 0.12
1.24 0.48 0.10
-0.23 0.01 -0.21
-3.24 -1.59 0.08
3.25 1.05 -0.15
-0.01 0.01 0.10
0.13 0.07 -0.20
0.18 -0.13 0.03
0.07 0.07 0.03
0.10 -0.03 0.11
-0.14 -0.17 -0.12

Results of the Löwdin charge analysis, in e, for atoms 1 through 2:
1. C -0.333
2. C -0.336

---

[2]
Below is a molecular structure, C32H58AlBrClCsFN5O14P2S in a non-equilibrium geometry, with properties calculated with ωB97M-V with the def2-TZVPD basis set.

Results
Electronic energy, eV: -192051.6658
LUMO, eV: 0.71
Max |F|, eV Å⁻¹: 9.88
Net charge: -2

Geometry (Å):
C 0.547 -2.853 -2.821
C 1.206 -1.661 -2.414
C 1.704 -0.089 -2.282
C 1.374 0.719 -0.890
C 0.598 -0.111 0.295
C -0.995 -0.175 -0.090
C -1.526 -1.748 0.070
C -1.813 -2.174 1.640
C -0.577 -3.019 2.313
C -0.971 -3.552 3.814
C -1.168 -2.227 4.803
C 1.841 2.316 -0.764
C 1.442 3.088 0.625
C -0.187 3.458 0.653
C -0.284 5.108 0.480
F -0.831 3.059 1.953
C 2.671 3.017 -2.036
P 3.207 4.830 -1.814
C 4.347 5.102 -0.307
C 3.657 6.332 0.592
C 4.150 5.539 -3.310
C 5.774 5.224 -3.316
C 2.910 2.059 -3.342
N 3.608 2.603 -4.568
C 5.056 2.166 -4.655
C 5.630 1.445 -3.282
N 2.417 0.602 -3.424
Br 2.673 -0.458 -4.993
H 0.191 -3.952 -3.020
H 0.977 -1.241 0.345
H 0.818 0.328 1.378
H -1.603 0.452 0.691
H -1.110 0.201 -1.201
H -0.726 -2.524 -0.355
H -2.502 -1.931 -0.569
H -2.854 -2.746 1.672
H -1.985 -1.164 2.251
H 0.389 -2.343 2.269
H -0.408 -3.982 1.643
H -0.068 -4.168 4.238
H -1.984 -4.148 3.800
H -0.441 -1.372 4.454
H -2.308 -1.883 4.815
H -0.844 -2.545 5.900
H 1.621 2.407 1.581
H 1.996 4.101 0.813
H -0.768 2.943 -0.246
H 0.474 5.600 1.259
H -1.339 5.539 0.745
H 0.019 5.399 -0.637
H 5.438 5.443 -0.556
H 4.275 4.135 0.360
H 3.083 5.885 1.537
H 2.810 6.901 -0.028
H 4.441 7.146 0.922
H 4.061 6.729 -3.283
H 3.696 5.233 -4.370
H 6.366 6.150 -2.850
H 6.040 4.306 -2.623
H 6.223 5.104 -4.411
H 3.074 2.418 -5.448
H 5.788 3.018 -5.057
H 5.092 1.317 -5.493
H 5.597 2.130 -2.330
H 6.788 1.239 -3.489
H 5.140 0.390 -3.147
C -6.099 -5.303 0.714
C -4.638 -4.958 0.793
O -4.215 -4.078 1.540
N -3.769 -5.652 0.005
C -4.060 -6.711 -0.931
H -6.662 -4.664 1.401
H -6.471 -5.132 -0.299
H -6.254 -6.345 1.007
H -2.805 -5.360 0.116
H -3.501 -7.598 -0.624
H -3.715 -6.395 -1.919
H -5.124 -6.948 -0.975
O -3.438 6.753 3.282
S -3.497 7.109 1.853
O -2.209 7.694 1.438
O -4.575 8.090 1.634
O -3.766 5.897 1.056
C -4.528 -4.351 9.727
C -4.323 -4.352 8.244
O -4.284 -5.342 7.539
N -4.010 -3.149 7.561
C -4.834 -2.899 6.354
H -4.897 -5.329 10.046
H -3.576 -4.144 10.223
H -5.264 -3.591 10.001
H -3.981 -2.357 8.205
H -3.072 -3.342 7.192
H -4.418 -2.018 5.859
H -5.862 -2.706 6.671
H -4.776 -3.760 5.682
Al -2.123 9.624 2.061
O 2.173 -4.764 -5.531
P 3.354 -4.764 -4.546
O 4.329 -5.895 -4.915
O 2.829 -4.985 -3.118
O 4.084 -3.413 -4.621
O 4.905 9.391 1.590
H 5.666 9.825 1.176
H 5.087 9.457 2.540
Cs 5.214 -2.989 -2.954
C 0.101 -1.735 -8.052
C -0.188 -0.323 -8.352
N -0.416 0.793 -8.589
H -0.681 -2.185 -7.431
H 0.174 -2.336 -8.965
H 1.048 -1.849 -7.514
Cl -3.543 -3.058 4.675
C -2.832 -4.708 -3.873
O -2.979 -3.884 -4.763
O -2.237 -4.508 -2.808
O -3.258 -5.869 -3.899

Forces on the atoms, in the same order (eV/Å):
5.17 7.93 2.86
-3.61 -4.64 -3.16
-0.96 0.18 1.20
2.04 1.63 -2.18
0.45 -0.29 -0.31
-0.10 -1.12 0.34
0.15 -0.55 0.02
-0.52 0.87 -0.10
-1.09 -0.55 -0.56
1.05 1.35 -0.12
1.88 0.32 0.13
0.45 -2.66 -2.13
-0.81 -0.46 0.38
-0.30 1.45 -0.53
0.09 -0.32 0.62
1.86 0.65 -2.95
-0.81 -5.29 -0.35
-0.85 0.45 -0.55
-0.15 0.35 1.50
-0.80 0.28 -0.05
1.47 0.68 -1.71
0.74 0.63 0.31
-0.84 0.57 1.43
-0.70 -1.30 2.42
1.16 -1.71 -0.95
1.24 0.18 -0.97
-1.17 1.54 3.44
-0.03 0.65 1.19
0.72 2.42 0.45
-0.51 2.57 -0.50
-0.53 -0.59 -2.54
1.11 -0.89 -1.79
-0.02 -0.70 2.33
-1.61 1.89 0.72
1.96 0.60 1.30
2.72 1.08 0.11
0.45 -2.07 -1.12
-1.75 -1.47 0.36
-0.14 2.00 1.21
-1.64 0.93 -0.83
2.65 1.04 -0.23
-1.04 -1.57 0.69
4.06 0.21 -0.13
-0.61 0.70 -1.92
-0.20 1.18 -2.26
-0.88 -2.11 -0.74
1.15 0.82 2.29
-1.51 -1.03 -1.78
1.82 -1.12 -0.69
-0.54 -0.72 2.48
-2.01 -1.12 0.35
0.64 1.83 -1.43
1.45 1.02 -2.00
1.92 -1.29 1.23
-1.56 -1.84 -0.56
-0.12 -2.61 0.27
0.77 0.39 2.68
-1.34 -1.96 -0.93
-0.53 1.75 -1.74
-1.10 0.07 2.41
0.61 -0.05 1.25
-1.88 -1.63 1.21
0.16 1.72 1.78
-0.30 -1.47 -1.84
-2.47 0.44 0.39
0.76 2.24 0.00
-0.35 0.10 0.10
1.18 0.16 -0.09
-0.73 -0.47 -0.16
-0.71 0.44 0.85
0.45 0.04 -0.25
0.29 -0.08 -0.12
-0.02 -0.20 0.06
-0.07 0.02 -0.20
-0.22 0.01 -0.22
-0.16 -0.18 -0.15
-0.18 -0.31 0.02
0.14 0.12 0.12
0.82 0.82 -0.16
-5.34 -4.65 1.68
3.67 3.83 -0.50
0.77 1.68 -0.19
0.95 0.87 -0.12
-0.38 0.14 -0.09
-0.27 -3.38 -0.68
-0.30 0.90 1.29
0.61 1.10 0.78
-4.45 1.09 3.43
0.16 0.19 -0.19
-0.07 0.08 0.03
0.14 0.06 0.13
0.10 0.13 -0.28
0.61 0.50 -0.80
-1.06 0.10 1.32
-0.68 0.00 0.85
-1.08 -0.08 1.48
-0.79 -2.41 -0.67
-0.19 0.10 0.05
-1.33 -2.42 -1.14
-0.08 0.47 0.20
0.24 0.55 0.20
-2.85 0.11 -5.21
0.47 0.26 0.22
-0.29 -0.15 0.09
-0.14 -0.06 -0.30
3.88 1.53 5.86
0.01 -0.20 0.07
-0.25 1.14 -0.25
0.41 -1.72 0.35
0.07 0.25 -0.05
-0.04 0.30 0.07
-0.18 0.13 -0.07
1.27 -2.46 -6.93
-0.07 0.00 -0.36
-0.18 1.34 -1.38
1.93 1.40 2.55
-1.36 -2.64 -0.96

Results of the Löwdin charge analysis, in e, for atoms 1 through 2:
1. C 0.208
2. C -0.041